(1)
Below is C21H14Cl2F6N3O6S3Sr as an isolated structure at a distorted geometry, with properties calculated with ωB97M-V with the def2-TZVPD basis set.

DFT total energy, Eh: -4169.48723
Frontier orbital gap, eV: 7.171
HOMO energy, eV: -4.65
LUMO level, eV: 2.52
Net charge: -1

CARTESIAN COORDINATES (ANGSTROEM)
Sr1 -0.93 0.71 -0.07
F1 -6.23 -0.31 1.07
C1 -5.69 0.91 1.11
F2 -5.65 1.31 2.39
F3 -6.47 1.75 0.43
S1 -4.00 0.92 0.38
O1 -3.46 2.21 0.65
O2 -4.19 0.49 -0.97
N1 -3.18 -0.11 1.25
S2 -3.03 -1.63 0.83
O3 -2.06 -1.69 -0.23
O4 -4.22 -2.43 0.76
C2 -2.19 -2.19 2.37
F4 -3.01 -2.06 3.41
F5 -1.09 -1.47 2.59
F6 -1.85 -3.47 2.25
S3 1.97 0.53 -0.52
C3 1.88 -1.19 -0.44
C4 3.01 -2.02 -0.61
C5 2.85 -3.39 -0.58
C6 1.58 -3.93 -0.40
C7 0.53 -3.05 -0.23
N2 0.66 -1.72 -0.23
H1 3.97 -1.56 -0.76
H2 3.71 -4.04 -0.71
H3 1.41 -5.00 -0.39
H4 -0.48 -3.42 -0.10
Cl1 -2.68 5.65 -1.95
C8 -2.26 5.74 -0.27
C9 -3.06 5.08 0.64
C10 -2.81 5.19 2.00
C11 -1.75 5.97 2.44
C12 -0.94 6.60 1.51
Cl2 0.41 7.53 2.09
C13 -1.14 6.49 0.13
N3 -0.32 7.14 -0.78
C14 0.21 6.49 -1.95
C15 0.14 7.19 -3.15
C16 0.59 6.62 -4.32
C17 1.09 5.32 -4.31
C18 1.18 4.64 -3.11
C19 0.77 5.21 -1.91
C20 0.99 4.45 -0.63
C21 0.00 3.32 -0.38
O5 -0.52 2.76 -1.37
O6 -0.18 2.94 0.81
H5 -3.88 4.47 0.27
H6 -3.43 4.66 2.71
H7 -1.53 6.07 3.49
H8 0.32 7.80 -0.36
H9 -0.32 8.17 -3.14
H10 0.52 7.17 -5.25
H11 1.42 4.85 -5.23
H12 1.58 3.63 -3.09
H13 1.01 5.09 0.25
H14 1.97 3.97 -0.67

=====

(2)
Below is C5H10O2 in the gas phase at a distorted geometry, with properties calculated with ωB97M-V with the def2-TZVPD basis set.

DFT total energy, Eh: -346.93477
Frontier orbital gap, eV: 10.217
HOMO energy, eV: -9.40
LUMO level, eV: 0.82
SMILES: OC[C@H]1CCOC1

CARTESIAN COORDINATES (ANGSTROEM)
O1 -1.39 1.40 2.07
C1 -0.23 1.10 1.33
C2 -0.18 -0.13 0.44
C3 -0.87 -0.44 -0.90
C4 0.15 -1.43 -1.52
O2 1.44 -1.11 -1.03
C5 1.26 0.04 -0.25
H1 -1.07 1.86 2.86
H2 0.09 1.95 0.71
H3 0.58 0.87 2.03
H4 -0.43 -0.99 1.10
H5 -1.87 -0.89 -0.89
H6 -0.92 0.48 -1.50
H7 0.15 -1.38 -2.61
H8 -0.04 -2.47 -1.21
H9 1.18 0.91 -0.95
H10 2.17 0.23 0.33

=====

(3)
Below is C10H9OP in the gas phase at a distorted geometry, with properties calculated with ωB97M-V with the def2-TZVPD basis set.

DFT total energy, Eh: -802.89076
Frontier orbital gap, eV: 8.740
HOMO energy, eV: -8.25
LUMO level, eV: 0.49
SMILES: C1=C2O[C@H]2P(c2ccccc2)C1

CARTESIAN COORDINATES (ANGSTROEM)
C1 -2.93 -0.34 0.49
C2 -2.21 0.83 0.60
C3 -2.44 -1.40 -0.26
C4 -0.98 0.95 -0.02
C5 -1.22 -1.29 -0.88
C6 -0.46 -0.13 -0.74
C7 2.02 1.04 0.80
C8 2.24 -0.24 1.02
C9 2.03 1.32 -0.69
C10 2.23 -1.32 0.07
O1 1.79 -1.45 1.43
P1 1.19 -0.16 -1.52
H1 -3.88 -0.44 1.00
H2 -2.60 1.65 1.18
H3 -3.02 -2.30 -0.35
H4 -0.43 1.87 0.05
H5 -0.82 -2.11 -1.46
H6 1.85 1.80 1.54
H7 1.51 2.25 -0.93
H8 3.04 1.39 -1.11
H9 3.08 -1.91 -0.22